[1]
Molecular formula: C35H75NO3
Method: DFT, ωB97M-V/def2-TZVPD

CARTESIAN COORDINATES (ANGSTROEM)
1 C 1.530 0.048 3.743
2 C 1.490 0.689 2.370
3 O 2.332 0.415 1.534
4 N 0.429 1.586 2.143
5 C 0.214 1.861 0.721
6 C 0.530 2.813 2.947
7 C -0.761 3.609 3.031
8 C -1.772 3.174 4.104
9 C -1.984 1.665 4.275
10 C -3.106 1.088 3.428
11 C -3.197 -0.425 3.448
12 C -2.419 -0.858 2.206
13 O -2.566 0.234 1.299
14 C -2.999 1.359 1.932
15 O -3.246 2.387 1.317
16 H 0.536 -0.166 4.118
17 H 2.049 0.698 4.441
18 H 2.073 -0.886 3.667
19 H -0.851 1.866 0.516
20 H 0.629 2.820 0.414
21 H 0.644 1.075 0.114
22 H 1.289 3.448 2.477
23 H 0.919 2.575 3.934
24 H -0.469 4.629 3.280
25 H -1.226 3.679 2.053
26 H -1.471 3.582 5.064
27 H -2.733 3.602 3.828
28 H -2.275 1.485 5.309
29 H -1.081 1.090 4.109
30 H -4.070 1.506 3.716
31 H -4.216 -0.778 3.294
32 H -2.913 -0.906 4.380
33 H -1.369 -1.099 2.355
34 H -2.875 -1.719 1.727
35 C 5.472 -0.010 2.673
36 C 6.127 -1.290 2.164
37 C 5.912 -2.488 3.086
38 C 6.501 -2.336 4.490
39 C 8.003 -2.057 4.529
40 C 8.845 -3.176 3.924
41 H 5.890 0.303 3.633
42 H 5.623 0.808 1.967
43 H 4.399 -0.148 2.790
44 H 7.196 -1.120 2.007
45 H 5.709 -1.531 1.183
46 H 6.327 -3.381 2.610
47 H 4.837 -2.673 3.180
48 H 6.296 -3.252 5.053
49 H 5.979 -1.535 5.020
50 H 8.300 -1.914 5.571
51 H 8.224 -1.115 4.019
52 H 8.670 -4.119 4.445
53 H 9.909 -2.944 4.001
54 H 8.619 -3.326 2.868
55 C 2.201 4.546 -5.333
56 C 2.619 3.079 -5.364
57 C 1.588 2.139 -4.742
58 C 1.306 2.379 -3.259
59 C 2.531 2.294 -2.350
60 C 3.194 0.920 -2.350
61 H 2.076 4.909 -4.312
62 H 2.953 5.173 -5.814
63 H 1.256 4.692 -5.862
64 H 3.586 2.963 -4.866
65 H 2.775 2.780 -6.405
66 H 1.920 1.107 -4.890
67 H 0.647 2.232 -5.294
68 H 0.565 1.644 -2.925
69 H 0.835 3.357 -3.129
70 H 2.221 2.531 -1.330
71 H 3.265 3.055 -2.629
72 H 2.490 0.148 -2.032
73 H 4.041 0.900 -1.663
74 H 3.568 0.652 -3.340
75 C -0.918 -2.486 -8.129
76 C 0.217 -2.261 -9.125
77 C 1.530 -1.841 -8.466
78 C 1.472 -0.516 -7.705
79 C 1.032 0.689 -8.534
80 C 1.975 1.008 -9.691
81 H -1.161 -1.575 -7.581
82 H -1.823 -2.812 -8.642
83 H -0.649 -3.257 -7.403
84 H -0.089 -1.517 -9.865
85 H 0.389 -3.187 -9.679
86 H 2.309 -1.789 -9.232
87 H 1.845 -2.626 -7.772
88 H 2.463 -0.313 -7.286
89 H 0.800 -0.616 -6.847
90 H 0.976 1.559 -7.874
91 H 0.020 0.534 -8.918
92 H 2.984 1.206 -9.325
93 H 1.636 1.891 -10.234
94 H 2.030 0.185 -10.406
95 C -9.911 -3.904 4.750
96 C -8.820 -3.567 3.738
97 C -7.551 -3.003 4.376
98 C -7.741 -1.684 5.127
99 C -8.317 -0.543 4.289
100 C -7.429 -0.147 3.114
101 H -10.245 -3.019 5.294
102 H -10.782 -4.330 4.251
103 H -9.552 -4.634 5.479
104 H -9.212 -2.868 2.995
105 H -8.555 -4.475 3.190
106 H -6.792 -2.876 3.599
107 H -7.145 -3.743 5.072
108 H -6.771 -1.373 5.529
109 H -8.385 -1.847 5.995
110 H -8.454 0.326 4.938
111 H -9.312 -0.808 3.923
112 H -6.441 0.159 3.467
113 H -7.862 0.688 2.564
114 H -7.298 -0.971 2.411

Output
SMILES: CC(=O)N(C)CCCC[C@@H]1CCOC1=O.CCCCCC.CCCCCC.CCCCCC.CCCCCC
Lowest unoccupied orbital energy (eV): 0.56
HOMO-LUMO gap (eV): 9.822
E_HOMO (eV): -9.27

Results of the Mulliken charge analysis, in e, for atoms 1 through 4: number 1, C, carries -1.50; number 2, C, carries 0.57; number 3, O, carries -0.58; number 4, N, carries 0.97

=====

[2]
Molecular formula: C42H56BMnN10S5Se
Method: DFT, ωB97M-V/def2-TZVPD

CARTESIAN COORDINATES (ANGSTROEM)
1 Mn 1.715 1.365 2.045
2 C -0.917 3.524 -1.836
3 C -0.762 2.042 -1.855
4 C -0.731 1.316 -3.009
5 C -0.508 -0.080 -2.965
6 N -0.467 -0.706 -1.828
7 N -0.577 -0.007 -0.673
8 B -0.717 -0.942 0.531
9 N -1.559 -0.437 1.684
10 N -2.779 -0.370 1.094
11 C -3.832 -0.142 1.817
12 C -3.707 -0.007 3.226
13 C -2.487 -0.040 3.819
14 C -2.315 0.127 5.286
15 C -1.320 -0.205 2.985
16 S 0.220 -0.023 3.644
17 C -5.168 -0.043 1.111
18 C -6.094 -1.139 1.649
19 C -5.771 1.337 1.401
20 C -4.996 -0.219 -0.395
21 N -1.085 -2.390 0.127
22 N -2.166 -2.911 -0.405
23 C -2.067 -4.171 -0.761
24 C -0.860 -4.906 -0.574
25 C 0.251 -4.335 -0.020
26 C 1.550 -5.016 0.233
27 C 0.078 -2.978 0.327
28 S 1.007 -1.710 0.998
29 C -3.320 -4.760 -1.374
30 C -3.670 -3.954 -2.631
31 C -3.139 -6.230 -1.754
32 C -4.455 -4.637 -0.352
33 C -0.593 1.338 -0.614
34 S -0.423 2.172 0.851
35 C -0.288 -0.882 -4.225
36 C 0.947 -0.316 -4.936
37 C -1.521 -0.754 -5.126
38 C -0.054 -2.352 -3.890
39 H -0.911 3.920 -2.848
40 H -0.104 3.977 -1.268
41 H -1.849 3.805 -1.347
42 H -0.843 1.806 -3.964
43 H -4.594 0.135 3.827
44 H -3.279 0.240 5.770
45 H -1.697 0.997 5.497
46 H -1.796 -0.730 5.711
47 H -6.288 -1.023 2.713
48 H -5.666 -2.128 1.486
49 H -7.052 -1.094 1.134
50 H -5.968 1.481 2.461
51 H -6.717 1.443 0.872
52 H -5.105 2.130 1.067
53 H -4.551 -1.183 -0.632
54 H -4.354 0.552 -0.812
55 H -5.971 -0.154 -0.876
56 H -0.827 -5.942 -0.871
57 H 1.531 -6.046 -0.112
58 H 1.779 -5.003 1.300
59 H 2.358 -4.485 -0.274
60 H -2.922 -4.095 -3.410
61 H -3.735 -2.892 -2.405
62 H -4.629 -4.285 -3.021
63 H -2.347 -6.367 -2.489
64 H -4.061 -6.599 -2.197
65 H -2.923 -6.852 -0.887
66 H -4.605 -3.597 -0.067
67 H -4.240 -5.210 0.548
68 H -5.378 -5.014 -0.783
69 H 0.799 0.716 -5.246
70 H 1.157 -0.903 -5.828
71 H 1.820 -0.353 -4.286
72 H -1.705 0.276 -5.424
73 H -2.412 -1.129 -4.625
74 H -1.373 -1.336 -6.036
75 H 0.825 -2.477 -3.263
76 H 0.097 -2.909 -4.813
77 H -0.905 -2.776 -3.363
78 N 4.204 -1.065 2.728
79 C 4.120 -0.082 3.639
80 N 3.332 0.951 3.499
81 C 3.499 1.866 4.514
82 C 4.400 1.507 5.462
83 S 5.104 -0.025 5.060
84 C 2.689 3.086 4.457
85 C 2.779 4.145 5.297
86 S 1.564 5.309 4.918
87 C 1.018 4.283 3.635
88 N 1.692 3.172 3.494
89 N -0.028 4.641 2.872
90 H 3.658 -0.997 1.878
91 H 4.717 -1.907 2.917
92 H 4.682 2.029 6.355
93 H 3.469 4.303 6.101
94 H -0.401 5.570 2.963
95 H -0.199 4.153 2.002
96 C 7.379 4.759 -2.441
97 C 6.300 3.923 -1.828
98 C 6.482 3.291 -0.606
99 C 5.498 2.496 -0.036
100 C 5.761 1.850 1.292
101 C 4.288 2.318 -0.716
102 Se 2.965 1.095 -0.047
103 C 4.067 2.968 -1.936
104 C 2.778 2.887 -2.709
105 C 5.082 3.753 -2.467
106 H 8.226 4.864 -1.767
107 H 7.015 5.757 -2.683
108 H 7.741 4.311 -3.366
109 H 7.415 3.421 -0.076
110 H 6.683 2.232 1.725
111 H 5.846 0.762 1.193
112 H 4.943 2.043 1.983
113 H 2.102 2.141 -2.290
114 H 2.973 2.634 -3.750
115 H 2.274 3.855 -2.697
116 H 4.907 4.247 -3.413

Output
Lowest unoccupied orbital energy (alpha / beta) (eV): -2.71 / -2.72
⟨S²⟩: 8.76
HOMO-LUMO gap (alpha / beta) (eV): 6.019 / 6.284
E_HOMO (alpha / beta) (eV): -8.73 / -9.00
Spin multiplicity: 6
Charge: +1
Relative energy (zero: lowest compared OMol25 entry of this formula, charge and spin) (kJ/mol): 0.0

Results of the Mulliken charge analysis, in e, for atoms 1 through 4: number 1, Mn, carries 0.98; number 2, C, carries -2.04; number 3, C, carries -0.35; number 4, C, carries -0.29

=====

[3]
Molecular formula: C15H26GaIO2P2
Method: DFT, ωB97M-V/def2-TZVPD

CARTESIAN COORDINATES (ANGSTROEM)
1 C 3.581 -1.490 -1.295
2 C 2.481 -1.358 -0.294
3 H 3.753 -2.550 -1.516
4 H 4.496 -1.061 -0.865
5 H 3.350 -0.951 -2.225
6 O 1.948 -2.294 0.314
7 I -0.506 2.259 -2.027
8 Ga 0.467 0.326 -0.846
9 P -0.329 -1.457 -2.302
10 C -0.556 -3.075 -1.504
11 C -1.978 -1.084 -2.980
12 H -2.254 -1.886 -3.681
13 H 0.180 -2.445 -4.434
14 H -1.959 -0.118 -3.499
15 H 0.922 -0.817 -4.265
16 H -1.281 -2.972 -0.688
17 H -2.715 -1.038 -2.168
18 C 0.718 -1.768 -3.754
19 H -0.931 -3.791 -2.250
20 H 1.667 -2.227 -3.446
21 H 0.395 -3.418 -1.080
22 P 0.332 2.368 1.312
23 C 0.696 1.949 3.048
24 C 1.596 3.639 0.962
25 H -1.376 3.950 0.602
26 H -0.997 4.073 2.365
27 H -2.029 2.739 1.745
28 C -1.175 3.390 1.523
29 H 1.378 4.112 -0.005
30 H 1.566 4.376 1.776
31 H 0.751 2.888 3.616
32 H 1.653 1.417 3.095
33 H 2.580 3.153 0.918
34 H -0.095 1.306 3.451
35 C 2.202 0.077 0.156
36 O 2.942 0.715 0.876
37 C -2.715 -0.871 2.627
38 C -3.116 -0.112 1.526
39 C -2.203 0.177 0.504
40 C -0.873 -0.240 0.596
41 C -0.496 -1.048 1.666
42 C -1.404 -1.345 2.691
43 H -3.423 -1.099 3.426
44 H -4.142 0.258 1.447
45 H -2.538 0.759 -0.359
46 H 0.511 -1.463 1.707
47 H -1.073 -1.955 3.533

Output
Lowest unoccupied orbital energy (alpha / beta) (eV): -10.28 / -10.69
HOMO-LUMO gap (alpha / beta) (eV): 4.498 / 4.481
E_HOMO (alpha / beta) (eV): -14.78 / -15.17
Charge: +2
Relative energy (zero: lowest compared OMol25 entry of this formula, charge and spin) (kJ/mol): 141.4

Results of the natural (NBO) charge analysis, in e, for atoms 1 through 4: number 1, C, carries -0.73; number 2, C, carries 0.48; number 3, H, carries 0.27; number 4, H, carries 0.29

=====

Looking at E for the records above, in order, we have -45145.5815; -210884.5205; -99108.4918 eV.